[1]
2 unconnected molecules or ions with the total composition CHFNO5P at a distorted geometry, computed with ωB97M-V with the def2-TZVPD basis set.

For the HOMO-LUMO gap (spin up / spin down), the calculation gives 5.8 / 5.7 eV. The electronic energy is -910.69499 hartree. For the largest force on an atom, the calculation gives 3.1 eV Å⁻¹. The value obtained for the energy above the lowest of the compared OMol25 structures with the same formula, charge and spin is 50.3 kJ/mol. The expectation value of S² is 2.02.

Structure (ORCA input):
```
! RIJCOSX wB97M-V def2-TZVPD def2/J DEFGRID3
* xyz -2 3
P -1.08999 1.21523 0.22930
F -0.76547 -1.39550 0.00369
O -1.81485 1.13659 -1.09844
O -0.09330 2.33957 0.29602
O 0.97174 -1.50742 -1.70601
O -1.82035 0.81847 1.54156
O 2.38973 -0.40814 -0.50911
N 1.23138 -0.84366 -0.66737
C 0.20486 -0.48726 0.21071
H 0.78626 -0.86789 1.69965
*
```


[2]
C10H11NS in the gas phase at a distorted geometry, computed with ωB97M-V with the def2-TZVPD basis set.

For the HOMO-LUMO gap, the calculation gives 8.6 eV. The electronic energy is -840.51349 hartree. The structure (SMILES) is C=C(SC)C(=C)c1ccccn1. For the largest force on an atom, the calculation gives 2.9 eV Å⁻¹. The value obtained for the energy above the lowest of the compared OMol25 structures with the same formula, charge and spin is 94.8 kJ/mol.

Structure (ORCA input):
```
! RIJCOSX wB97M-V def2-TZVPD def2/J DEFGRID3
* xyz 0 1
S -0.80678 -0.46759 2.57991
N 0.92376 1.18875 -1.17865
C 0.09319 -2.67772 1.31414
C 0.36805 0.11409 -0.58192
C 2.39996 -0.46795 0.75695
C 1.09233 -0.46013 0.58144
C -0.67142 1.30064 2.08139
C 0.24804 1.76274 -2.14713
C -0.91097 1.26492 -2.73923
C -0.73421 -0.55643 -1.15748
C -1.39671 0.03268 -2.22620
C 0.19927 -1.32740 1.37427
H 0.53742 2.79957 -2.46886
H 2.69609 -1.17514 1.46337
H 0.40337 1.72870 1.98044
H 3.05359 0.16709 0.21569
H -0.63066 -3.19747 1.92449
H -1.26787 1.92262 2.83679
H -1.21341 1.34861 1.11737
H -1.52707 1.86898 -3.33434
H 0.60147 -3.37500 0.66519
H -1.23641 -1.28452 -0.50904
H -2.22103 -0.51005 -2.54860
*
```


[3]
4 unconnected molecules or ions with the total composition C32H64F9N4O14P2S at a distorted geometry, computed with ωB97M-V with the def2-TZVPD basis set.

For the HOMO-LUMO gap, the calculation gives 8.7 eV. The electronic energy is -4509.42302 hartree. For the largest force on an atom, the calculation gives 3.7 eV Å⁻¹.

Structure (ORCA input):
```
! RIJCOSX wB97M-V def2-TZVPD def2/J DEFGRID3
* xyz 1 1
S 3.61541 -5.39205 2.15873
P 5.81625 2.80971 0.91540
P 7.91531 -0.59335 0.73878
F 3.85780 -5.36254 0.60665
F 7.45699 -4.10515 2.02792
F 2.09738 -5.66927 1.88249
F 3.31908 -5.47097 3.71940
F 5.98910 -6.17613 2.86075
F 5.49777 -4.30337 3.63295
F 6.60659 -5.26140 0.48141
F 3.86585 -6.94097 2.19906
F 3.26061 -3.83660 2.22497
O -6.26901 0.18389 -5.96155
O -11.35931 1.28115 2.56986
O 8.50506 0.92560 0.67536
O -6.38448 2.00893 -7.29431
O 7.95493 -1.09657 -0.79575
O -12.86218 0.07069 1.38803
O 1.94904 1.75838 -1.78600
O -8.08125 -0.96132 -1.35611
O -5.85649 -1.02987 -1.76636
O 3.86157 1.26944 -0.94890
O -7.36377 -2.23626 -2.94556
O -4.65207 0.55389 -7.34880
O 4.67427 3.93782 0.48671
O -13.58492 1.34684 2.97423
N 5.02351 1.62540 2.12507
N 5.36987 -0.19748 0.00276
N 2.62833 1.96092 -0.86662
N 8.75031 -1.43283 1.73186
C 5.76507 -1.90790 1.84473
C -4.05550 1.35138 -8.37334
C -2.00335 1.43167 0.16319
C 3.79843 1.73601 4.40944
C 3.80715 0.99585 1.52662
C 6.00658 0.53089 2.36056
C 1.35181 -1.56205 -1.82683
C 6.28051 -4.39586 1.41960
C -11.78020 -0.45381 0.62106
C -0.48450 -0.75252 -3.45041
C -6.98722 -1.37547 -1.99843
C 4.70503 2.42871 3.37418
C -1.87905 0.50309 -1.07168
C -0.82919 0.76504 -3.45333
C -7.83108 -0.02499 -0.30576
C 2.98694 -0.77746 0.02065
C -5.82548 1.01647 -6.90772
C 2.44594 2.45948 4.66236
C -13.33821 2.28385 4.02404
C 1.35682 2.11787 3.62830
C -1.89056 1.22741 -2.43339
C 5.77890 -3.07570 0.84287
C -6.28573 -2.76685 -3.72161
C -7.52694 0.55484 -5.39233
C 5.42366 -5.03438 2.54747
C 2.59753 3.96066 4.89181
C -12.49005 0.93479 2.33520
C 1.02973 -1.02900 -3.22906
C 2.84962 -1.37986 -1.39697
C 4.05086 0.37299 0.15104
C 6.08929 -0.52044 1.22954
C 7.10043 3.74998 1.84777
H -2.88929 1.22860 -2.86761
H -11.08877 -1.00517 1.25734
H 5.38762 -0.95028 -0.67381
H -8.30806 0.56243 -6.15056
H -1.67853 2.28286 -2.22190
H 7.80119 -0.30326 -1.34419
H -3.11709 0.87400 -8.64317
H 1.39918 1.08838 3.27629
H -5.59406 -3.32308 -3.09068
H 3.45640 0.18928 2.16831
H 3.80441 3.68065 0.83996
H 6.95558 0.99653 2.62325
H -2.80189 1.05163 0.80549
H 3.63493 0.67155 4.23411
H -1.02348 -0.15292 -0.91681
H 4.75444 -1.84549 2.26903
H -12.87962 3.18980 3.63092
H -1.22224 1.00701 -4.44426
H 0.39392 2.27798 4.11549
H 3.44382 -0.88393 -2.16423
H -4.69684 1.39138 -9.25213
H -7.77447 -0.19429 -4.64376
H -3.84894 2.35602 -8.00747
H -2.75715 -0.14755 -1.05580
H -11.26036 0.34547 0.09414
H 6.42715 -2.05667 2.69598
H 8.99232 1.00213 1.51515
H 2.04812 -0.37610 0.42662
H 4.76738 -3.16816 0.44811
H -1.10793 1.38716 0.78972
H 2.10209 2.04435 5.61470
H 3.02559 1.75456 1.54776
H 3.24558 4.21750 5.72932
H 7.49868 3.10512 2.63546
H 1.60419 4.34399 5.14120
H -12.20149 -1.13788 -0.11050
H -5.76377 -1.96995 -4.25021
H 5.69008 0.01481 3.27089
H 2.87647 4.49586 3.98009
H 0.10268 1.32241 -3.37948
H 6.62231 4.58179 2.37489
H -7.45979 1.52700 -4.90615
H -12.70812 1.84152 4.79407
H -7.20106 -0.46824 0.46380
H 5.66845 2.59989 3.85549
H -6.71315 -3.44630 -4.45405
H -2.26086 2.46416 -0.07261
H 3.28098 -1.57997 0.69859
H -7.37225 0.88159 -0.69766
H -1.10812 -1.36011 -2.79417
H 3.23940 -2.40106 -1.32678
H 6.40071 -2.88970 -0.03743
H 4.35554 3.40790 3.04701
H 4.31549 1.79447 5.36979
H 7.88683 4.08600 1.18090
H 1.12629 -2.62891 -1.82265
H -8.79094 0.23094 0.13489
H 9.17072 -2.19754 1.20341
H 0.74906 -1.11601 -1.03302
H 1.62547 -0.16650 -3.52562
H -0.68228 -1.11260 -4.46309
H 1.30527 -1.82417 -3.92917
H -14.30159 2.53622 4.45860
H 1.38420 2.85448 2.81579
*
```


electronic energy of number 3 (C32H64F9N4O14P2S)? -4509.42302 hartree


electronic energy of number 1 (CHFNO5P)? -910.69499 hartree


Which value of electronic energy does entry 3 give? -4509.42302 hartree


Which of these has the highest electronic energy? C10H11NS